1.
Below is a cluster of 4 separate species, C22H50N4O4P in total in a non-equilibrium geometry, with properties calculated with the ωB97M-V functional and the def2-TZVPD basis.

Summary:
Largest force on an atom = 3.10 eV/Å
Charge = +1
LUMO energy = -4.43 eV

XYZ file:
```
81
Properties=species:S:1:pos:R:3:lowdin_charge:R:1
C -2.346 -3.872 5.650 -0.045
C -1.039 -3.887 4.739 -0.371
O -0.567 -2.511 4.690 -0.059
C -1.303 -4.300 3.242 -0.094
N -1.690 -5.719 3.034 -0.043
C -1.883 -6.644 4.025 0.008
C -2.302 -8.032 3.795 0.017
C -2.514 -8.482 2.405 0.014
C -2.274 -7.488 1.340 -0.026
C -1.866 -6.119 1.687 -0.292
P -1.584 -4.979 0.205 0.917
C -2.729 -3.497 0.248 -0.299
C 0.223 -4.499 0.082 -0.297
H -2.196 -4.630 6.477 0.085
H -3.284 -4.147 5.100 0.089
H -2.479 -2.883 6.176 0.099
H -0.203 -4.456 5.236 0.156
H -1.390 -1.997 4.566 0.091
H -2.093 -3.595 2.850 0.136
H -0.325 -4.156 2.696 0.133
H -1.722 -6.370 5.101 0.134
H -2.473 -8.766 4.612 0.121
H -2.815 -9.515 2.122 0.123
H -2.400 -7.774 0.272 0.106
H -3.136 -3.345 -0.784 0.044
H -2.164 -2.562 0.547 0.028
H -3.584 -3.655 0.970 0.053
H 0.503 -3.530 0.570 0.037
H 0.806 -5.314 0.613 0.054
H 0.534 -4.568 -0.996 0.048
C -0.483 0.453 1.716 -0.068
C -1.364 1.036 0.614 -0.424
C -1.518 2.566 0.691 -0.201
O -2.406 3.016 1.704 -0.187
C -1.841 3.073 3.003 -0.100
N -2.668 0.359 0.639 0.039
H -0.998 0.395 2.677 0.057
H -0.178 -0.565 1.459 0.060
H 0.424 1.048 1.850 0.085
H -0.879 0.806 -0.341 0.133
H -1.954 2.907 -0.253 0.126
H -0.545 3.064 0.781 0.110
H -0.786 3.358 2.980 0.095
H -1.966 2.115 3.513 0.070
H -2.389 3.823 3.575 0.091
H -3.215 0.675 -0.159 0.077
H -3.181 0.720 1.441 0.071
C 2.844 6.618 -2.227 -0.068
C 3.322 5.384 -1.468 -0.428
C 2.182 4.441 -1.043 -0.205
O 1.428 4.893 0.074 -0.209
C 0.431 5.853 -0.235 -0.105
N 4.125 5.815 -0.317 0.040
H 2.409 7.372 -1.569 0.065
H 3.682 7.093 -2.742 0.078
H 2.099 6.351 -2.981 0.077
H 3.973 4.821 -2.145 0.135
H 2.630 3.492 -0.729 0.119
H 1.520 4.205 -1.887 0.108
H -0.023 5.675 -1.214 0.093
H 0.847 6.861 -0.185 0.077
H -0.349 5.783 0.526 0.084
H 4.528 4.994 0.128 0.071
H 3.480 6.177 0.385 0.069
C 1.997 0.261 -6.233 -0.072
C 1.855 0.607 -4.753 -0.433
C 1.397 2.055 -4.498 -0.209
O 2.414 3.033 -4.679 -0.204
C 2.635 3.408 -6.030 -0.099
N 3.123 0.313 -4.074 0.038
H 2.906 0.671 -6.673 0.066
H 2.041 -0.822 -6.365 0.076
H 1.142 0.631 -6.806 0.079
H 1.086 -0.054 -4.340 0.131
H 1.099 2.134 -3.447 0.107
H 0.509 2.307 -5.091 0.120
H 1.711 3.406 -6.614 0.093
H 3.377 2.751 -6.488 0.076
H 3.046 4.418 -6.034 0.089
H 2.996 0.446 -3.073 0.066
H 3.783 1.046 -4.332 0.071
```

=====

2.
Below is a cluster of 7 separate species, C22H50N7O15P in total in a non-equilibrium geometry, with properties calculated with the ωB97M-V functional and the def2-TZVPD basis.

Summary:
Largest force on an atom = 8.91 eV/Å
LUMO energy = -0.63 eV

XYZ file:
```
95
Properties=species:S:1:pos:R:3:lowdin_charge:R:1
C 2.369 -3.004 -0.396 -0.131
O 3.184 -1.808 -0.656 -0.238
C 2.364 -0.622 -0.949 -0.220
C 1.440 -0.736 -2.304 -0.189
C 1.224 0.733 -2.997 -0.215
C 0.374 1.809 -2.086 -0.200
C 1.414 2.869 -1.348 -0.223
C 0.530 4.004 -0.562 -0.209
C 0.135 3.612 0.991 -0.181
C -1.423 3.027 1.124 -0.173
C -1.387 1.422 1.582 -0.203
C -2.453 0.494 0.698 -0.253
C -1.888 -1.067 0.857 -0.437
P -3.274 -2.359 0.615 0.913
N -2.612 -3.648 -0.425 -0.255
C -2.061 -4.807 0.428 -0.304
C -0.558 -5.473 0.132 -0.030
O -2.807 -5.344 1.431 -0.062
C -3.768 -4.278 -1.208 -0.336
C -3.612 -4.932 -2.714 -0.034
O -4.991 -4.316 -0.629 -0.087
H 1.658 -3.319 -1.272 0.094
H 3.133 -3.911 -0.258 0.100
H 1.771 -2.962 0.636 0.105
H 1.651 -0.286 -0.078 0.120
H 3.123 0.277 -1.146 0.125
H 0.404 -1.175 -1.975 0.100
H 1.997 -1.462 -3.054 0.126
H 2.268 1.249 -3.246 0.111
H 0.645 0.638 -4.035 0.114
H -0.345 1.323 -1.298 0.096
H -0.307 2.415 -2.835 0.115
H 2.032 3.439 -2.190 0.107
H 2.133 2.276 -0.640 0.098
H -0.410 4.284 -1.205 0.110
H 1.208 4.981 -0.482 0.104
H 0.890 2.818 1.412 0.108
H 0.181 4.587 1.662 0.086
H -1.937 3.618 1.996 0.069
H -2.046 3.179 0.139 0.111
H -0.327 0.941 1.390 0.093
H -1.640 1.397 2.727 0.083
H -3.549 0.524 1.138 0.106
H -2.437 0.776 -0.461 0.109
H -1.007 -1.256 0.074 0.069
H -1.406 -1.189 1.922 0.076
H -4.360 -1.727 -0.090 -0.040
H -0.638 -6.636 0.333 0.100
H 0.229 -5.065 0.911 0.069
H -0.203 -5.288 -0.982 0.093
H -3.126 -4.164 -3.477 0.096
H -2.944 -5.918 -2.680 0.100
H -4.645 -5.240 -3.182 0.094
C -6.109 -7.476 -0.091 0.036
N -6.164 -8.893 -0.542 -0.427
O -5.124 -9.381 -1.000 0.043
O -7.248 -9.475 -0.423 0.045
H -5.100 -7.092 -0.254 0.079
H -6.836 -6.914 -0.682 0.103
H -6.362 -7.458 0.971 0.106
C -2.195 6.294 4.655 0.048
N -1.732 5.649 3.397 -0.400
O -2.455 5.766 2.401 0.054
O -0.655 5.043 3.444 0.024
H -3.150 6.788 4.467 0.096
H -2.307 5.509 5.405 0.098
H -1.436 7.021 4.951 0.103
C -0.367 0.609 5.902 0.044
N -0.968 1.945 5.642 -0.408
O -1.842 2.012 4.769 0.031
O -0.547 2.888 6.321 0.052
H -0.830 -0.123 5.237 0.095
H 0.704 0.686 5.705 0.104
H -0.562 0.358 6.947 0.102
C 3.707 -6.609 2.189 0.051
N 3.106 -5.274 1.929 -0.391
O 2.232 -5.207 1.057 -0.048
O 3.528 -4.330 2.608 0.077
H 3.244 -7.341 1.524 0.099
H 4.778 -6.533 1.992 0.104
H 3.513 -6.861 3.234 0.104
C 5.654 3.771 -1.972 0.045
N 4.636 4.823 -1.705 -0.411
O 4.584 5.773 -2.494 0.040
O 3.919 4.665 -0.710 0.048
H 6.210 4.038 -2.873 0.097
H 6.319 3.728 -1.107 0.104
H 5.123 2.827 -2.113 0.097
C 3.770 7.578 -5.094 0.026
N 3.818 7.917 -6.542 -0.428
O 4.198 9.054 -6.845 0.050
O 3.474 7.032 -7.334 0.045
H 4.098 8.445 -4.517 0.098
H 2.737 7.321 -4.851 0.104
H 4.440 6.731 -4.932 0.085
```

=====

3.
Below is a structure of composition C22H51AlBBr3Cl2F6N3O18PS2 in a non-equilibrium geometry, with properties calculated with the ωB97M-V functional and the def2-TZVPD basis.

Summary:
Largest force on an atom = 4.84 eV/Å
Charge = -2
LUMO energy = -1.38 eV

XYZ file:
```
110
Properties=species:S:1:pos:R:3:lowdin_charge:R:1
C 1.682 -3.815 4.234 -0.080
O 0.402 -4.298 3.804 -0.057
B -0.177 -3.266 3.052 -0.726
O -0.656 -2.133 3.771 0.064
P -0.322 -3.256 1.083 0.853
O -0.420 -3.089 -0.621 -0.395
C 0.694 -3.570 -1.357 -0.323
C 2.021 -2.749 -1.192 -0.339
N 1.826 -1.251 -0.978 -0.126
C 2.322 -0.931 0.360 -0.335
C 1.870 0.478 0.786 -0.509
C 0.344 0.724 0.633 0.002
O 2.533 1.370 -0.103 -0.008
H 2.221 -3.446 3.333 0.067
H 2.254 -4.613 4.715 0.102
H 1.614 -2.963 4.928 0.077
H -0.161 -1.391 3.390 0.062
H -0.394 -1.822 1.158 0.018
H -1.517 -4.032 1.123 0.053
H 0.896 -3.999 1.013 0.035
H 0.413 -3.489 -2.410 0.066
H 0.881 -4.648 -1.195 0.114
H 2.710 -3.011 -1.995 0.042
H 2.482 -3.125 -0.255 0.090
H 2.485 -0.795 -1.601 0.025
H 1.999 -1.652 1.145 0.052
H 3.449 -0.923 0.366 0.097
H 2.186 0.707 1.862 -0.050
H -0.141 0.772 1.622 0.085
H 0.229 1.723 0.199 0.103
H -0.116 -0.036 -0.003 0.081
H 2.537 2.225 0.353 0.118
Al 3.310 -0.349 2.658 0.986
C 0.519 -0.856 -4.799 -1.531
Br 1.726 -1.664 -3.496 0.865
Br 0.428 1.044 -4.517 0.650
Br 0.994 -1.347 -6.601 0.624
H -0.481 -1.253 -4.614 -0.055
Cl 2.246 0.159 5.770 0.479
C 2.744 0.491 7.459 -0.609
C 4.239 0.429 7.631 -0.645
Cl 4.866 -1.228 7.450 0.605
H 2.234 -0.222 8.103 0.076
H 2.385 1.489 7.704 0.082
H 4.513 0.760 8.629 0.070
H 4.753 1.062 6.913 0.073
C -0.718 4.246 -5.260 -0.109
C -0.471 5.744 -5.086 -0.292
O -0.864 6.551 -6.171 -0.118
C -2.272 6.927 -6.291 -0.535
O -2.756 7.437 -5.192 -0.173
C -3.155 5.770 -6.852 -0.546
F -2.497 5.053 -7.799 0.107
F -4.257 6.271 -7.478 0.085
F -3.598 4.888 -5.946 0.124
H -0.493 3.921 -6.276 0.081
H -0.093 3.686 -4.560 -0.007
H -1.750 3.980 -5.045 0.067
H 0.615 5.882 -5.019 0.100
H -0.884 6.110 -4.140 0.103
H -2.218 7.607 -7.172 0.123
C -4.338 -4.715 6.762 -0.073
C -3.141 -5.121 5.908 -0.422
C -2.383 -6.344 6.450 -0.204
O -1.555 -6.082 7.571 -0.191
C -2.234 -6.028 8.812 -0.113
N -2.258 -3.963 5.745 0.064
H -4.042 -4.179 7.665 0.062
H -4.992 -4.048 6.199 0.077
H -4.927 -5.586 7.058 0.076
H -3.527 -5.394 4.921 0.137
H -1.705 -6.693 5.666 0.121
H -3.066 -7.177 6.665 0.118
H -3.068 -6.734 8.853 0.090
H -2.588 -5.014 9.014 0.074
H -1.519 -6.288 9.593 0.084
H -1.521 -4.195 5.092 0.037
H -1.765 -3.835 6.626 0.078
N -1.864 -1.398 -10.286 -0.300
S -1.335 -2.880 -10.191 0.467
O -1.462 -3.682 -11.373 -0.315
O -1.502 -3.552 -8.940 -0.302
F 0.238 -2.577 -10.181 -0.223
S -3.434 -1.312 -10.385 0.469
O -3.886 -0.020 -10.794 -0.301
O -4.190 -1.951 -9.356 -0.292
F -3.771 -2.198 -11.677 -0.220
O -2.144 -0.392 -5.396 -0.406
H -2.801 -0.995 -5.036 -0.108
O 6.617 1.343 8.674 -0.085
C 7.535 0.512 8.387 -0.344
C 8.902 0.827 9.393 -0.328
O 9.814 0.012 9.080 -0.022
H 7.931 0.533 7.355 0.121
H 7.320 -0.558 8.539 0.087
H 8.489 0.776 10.417 0.120
H 9.097 1.905 9.245 0.118
O 4.249 -2.228 10.883 -0.072
H 4.286 -2.335 9.926 -0.021
H 4.014 -3.102 11.211 0.032
C -4.819 8.292 -10.192 -0.048
C -4.263 9.268 -9.196 -0.313
O -4.604 10.525 -9.776 0.128
C -5.739 10.318 -10.499 -0.562
O -6.448 11.185 -10.897 0.152
O -5.960 8.996 -10.702 0.070
F -2.919 9.173 -9.114 0.083
H -4.125 8.088 -11.009 0.146
H -5.109 7.349 -9.734 0.136
H -4.700 9.190 -8.199 0.180
```

=====

4.
Below is a cluster of 3 separate species, C22H51BN3O8 in total, with properties calculated with the ωB97M-V functional and the def2-TZVPD basis.

Summary:
Largest force on an atom = 0.85 eV/Å
Charge = +1
LUMO energy = -2.76 eV

XYZ file:
```
85
Properties=species:S:1:pos:R:3:lowdin_charge:R:1
C 4.863 -3.206 1.324 -0.033
O 4.725 -3.420 -0.082 0.032
B 4.579 -2.364 -0.932 -0.605
O 5.501 -1.336 -0.981 0.181
C 3.347 -2.344 -1.953 -0.127
C 2.526 -1.056 -1.774 -0.073
C 1.507 -1.451 -0.709 -0.236
C 0.493 -0.383 -0.334 -0.122
C -0.386 0.158 -1.474 -0.271
N -1.722 0.550 -1.027 0.018
N 1.009 -2.751 -1.317 -0.045
C 0.173 -3.646 -0.462 -0.050
C -1.243 -3.159 -0.177 -0.411
C -1.729 -3.455 1.207 -0.020
N -1.994 -2.595 -1.018 0.181
C 2.313 -3.450 -1.664 -0.045
H 5.433 -2.300 1.539 0.096
H 3.876 -3.152 1.791 0.089
H 5.400 -4.051 1.748 0.100
H 5.298 -0.546 -0.464 0.119
H 3.767 -2.430 -2.958 0.154
H 3.076 -0.145 -1.552 0.140
H 1.934 -0.890 -2.684 0.133
H 1.978 -1.798 0.220 0.165
H -0.097 -0.729 0.520 0.100
H 1.097 0.449 0.038 0.134
H -0.441 -0.571 -2.297 0.092
H 0.107 1.044 -1.885 0.110
H -1.910 0.222 -0.089 0.058
H -2.425 0.136 -1.623 0.062
H 0.518 -2.541 -2.188 0.168
H 0.735 -3.788 0.460 0.140
H 0.092 -4.601 -0.985 0.154
H -1.552 -4.508 1.443 0.096
H -1.170 -2.865 1.940 0.088
H -2.793 -3.248 1.280 0.093
H -1.569 -2.486 -1.939 0.055
H 2.636 -3.983 -0.768 0.125
H 2.129 -4.195 -2.436 0.149
C -3.949 -2.132 7.181 -0.112
O -3.440 -1.118 6.342 -0.201
C -3.540 0.193 6.870 -0.198
C -2.268 0.986 6.672 -0.181
O -1.158 0.546 7.435 -0.112
C -0.518 -0.666 7.095 -0.185
C 0.292 -0.628 5.818 -0.193
O -0.534 -0.541 4.665 -0.200
C -0.087 0.352 3.680 -0.126
H -5.039 -2.207 7.106 0.089
H -3.512 -3.076 6.858 0.086
H -3.677 -1.961 8.227 0.089
H -3.788 0.163 7.936 0.126
H -4.347 0.725 6.350 0.128
H -2.470 1.995 7.041 0.131
H -2.025 1.070 5.611 0.114
H -1.212 -1.509 7.087 0.117
H 0.196 -0.837 7.904 0.132
H 0.877 -1.556 5.765 0.125
H 0.990 0.215 5.855 0.126
H 0.307 1.280 4.105 0.094
H -0.943 0.602 3.051 0.085
H 0.686 -0.116 3.052 0.073
C -2.989 2.306 -4.594 -0.117
O -2.340 3.506 -4.931 -0.186
C -1.937 4.281 -3.815 -0.194
C -0.512 4.770 -3.944 -0.175
O 0.477 3.751 -3.863 -0.128
C 0.638 2.862 -4.952 -0.196
C 1.247 3.466 -6.200 -0.206
O 0.359 4.355 -6.839 -0.192
C 0.948 5.549 -7.310 -0.105
H -4.047 2.459 -4.357 0.092
H -2.920 1.632 -5.448 0.089
H -2.508 1.825 -3.733 0.066
H -2.035 3.705 -2.888 0.120
H -2.590 5.159 -3.738 0.130
H -0.322 5.407 -3.077 0.130
H -0.386 5.385 -4.836 0.118
H -0.292 2.342 -5.194 0.113
H 1.354 2.115 -4.592 0.117
H 1.485 2.640 -6.886 0.127
H 2.185 3.969 -5.937 0.125
H 1.657 5.959 -6.583 0.088
H 0.146 6.270 -7.459 0.090
H 1.463 5.395 -8.264 0.090
```

=====

5.
Below is a cluster of 4 separate species, C22H51N5O9 in total in a non-equilibrium geometry, with properties calculated with the ωB97M-V functional and the def2-TZVPD basis.

Summary:
Largest force on an atom = 2.86 eV/Å
LUMO energy = -0.23 eV

XYZ file:
```
87
Properties=species:S:1:pos:R:3:lowdin_charge:R:1
O -6.391 2.111 -4.595 0.099
N -6.121 2.626 -5.599 -0.021
O -5.285 1.796 -6.405 -0.081
C -3.988 2.338 -6.595 -0.304
C -2.842 1.332 -6.380 -0.127
N -1.618 1.982 -5.882 0.094
C -2.023 3.250 -5.409 -0.486
O -1.384 4.047 -4.837 0.121
C -3.528 3.470 -5.666 -0.033
H -3.862 2.600 -7.639 0.142
H -3.111 0.513 -5.740 0.085
H -2.580 0.980 -7.370 0.114
H -1.380 1.485 -5.017 0.115
H -3.795 4.425 -6.081 0.122
H -3.922 3.332 -4.667 0.120
C -1.843 -4.862 -2.275 -0.115
O -2.760 -4.070 -1.545 -0.194
C -2.273 -3.632 -0.281 -0.214
C -2.032 -2.136 -0.277 -0.212
N -0.885 -1.780 -1.103 -0.043
C -0.739 -0.340 -1.347 -0.183
C -1.850 0.366 -2.117 -0.196
O -1.964 -0.018 -3.484 -0.202
C -2.737 -1.192 -3.702 -0.079
H -2.372 -5.272 -3.134 0.088
H -1.000 -4.268 -2.644 0.077
H -1.464 -5.690 -1.669 0.087
H -1.374 -4.180 0.014 0.120
H -3.054 -3.856 0.452 0.122
H -1.847 -1.806 0.750 0.122
H -2.954 -1.654 -0.629 0.105
H -0.961 -2.250 -1.995 0.066
H 0.188 -0.208 -1.909 0.129
H -0.598 0.158 -0.394 0.097
H -1.597 1.428 -2.135 0.107
H -2.823 0.294 -1.618 0.118
H -3.539 -1.295 -2.969 0.096
H -2.104 -2.082 -3.694 0.077
H -3.183 -1.129 -4.693 0.074
C 3.687 3.809 3.416 -0.114
O 2.319 3.788 3.776 -0.198
C 1.643 5.025 3.566 -0.215
C 0.642 4.916 2.434 -0.216
N 1.310 4.796 1.144 -0.050
C 0.427 4.437 0.035 -0.191
C -0.281 3.086 0.095 -0.220
O 0.584 1.968 -0.012 -0.206
C 1.176 1.550 1.208 -0.082
H 4.136 2.881 3.769 0.081
H 3.819 3.861 2.330 0.080
H 4.208 4.648 3.885 0.088
H 2.349 5.842 3.394 0.122
H 1.098 5.245 4.488 0.121
H 0.012 5.810 2.427 0.123
H 0.001 4.050 2.645 0.104
H 2.035 4.094 1.211 0.068
H 1.038 4.448 -0.871 0.122
H -0.324 5.225 -0.081 0.119
H -0.941 3.037 -0.775 0.106
H -0.930 2.989 0.974 0.115
H 0.518 1.717 2.066 0.098
H 2.135 2.050 1.367 0.080
H 1.381 0.485 1.130 0.070
C 2.733 -5.982 3.046 -0.115
O 1.827 -5.184 3.783 -0.196
C 2.309 -4.785 5.062 -0.216
C 2.586 -3.295 5.100 -0.216
N 3.752 -2.950 4.296 -0.051
C 3.934 -1.516 4.082 -0.196
C 2.852 -0.760 3.314 -0.227
O 2.750 -1.112 1.946 -0.204
C 1.946 -2.251 1.673 -0.089
H 2.204 -6.361 2.173 0.088
H 3.594 -5.400 2.699 0.078
H 3.085 -6.832 3.638 0.087
H 3.192 -5.360 5.355 0.122
H 1.514 -5.005 5.781 0.121
H 2.766 -2.992 6.136 0.123
H 1.681 -2.784 4.748 0.104
H 3.677 -3.398 3.392 0.068
H 4.871 -1.396 3.531 0.120
H 4.076 -1.035 5.055 0.118
H 3.133 0.298 3.324 0.112
H 1.872 -0.817 3.802 0.115
H 1.120 -2.349 2.382 0.090
H 2.546 -3.164 1.670 0.073
H 1.529 -2.133 0.671 0.079
```

=====

- Which of these has the lowest largest force on an atom?
  C22H51BN3O8

=====

- LUMO energy of number 4 (C22H51BN3O8)?
  -2.76 eV